# 1
Formula: C11H21N3O3
Source: the OMol25 dataset
Level of theory: ωB97M-V/def2-TZVPD

The geometry in XYZ format:
```
38
Properties=species:S:1:pos:R:3:forces:R:3
O 3.318 -1.230 1.345 1.753 -1.963 2.344
O 3.454 -2.387 -0.575 -0.449 0.923 1.389
O -0.047 0.905 1.374 0.603 -0.351 -0.714
N 0.812 -1.966 0.475 -0.584 -3.059 -2.193
N -6.010 0.207 0.309 1.342 0.965 -1.443
N 1.870 0.696 0.148 -3.072 -1.543 0.801
C 2.829 -0.057 -0.687 -0.068 0.259 2.489
C -1.461 -0.896 0.181 -1.319 -3.166 -1.669
C -3.635 -0.064 -0.768 0.099 0.614 -0.115
C 4.012 0.924 -0.647 2.348 0.542 0.730
C 0.569 0.296 0.498 1.537 1.422 0.425
C -2.069 0.115 -0.729 -1.654 0.208 -0.998
C 3.266 2.287 -0.316 3.422 2.190 -2.104
C 3.104 -1.404 0.083 1.329 -0.148 -5.271
C 0.001 -0.960 -0.131 0.646 1.179 0.072
C 2.332 1.903 0.791 -0.710 0.637 0.787
C -4.524 -0.012 0.512 0.537 -2.099 3.277
H 2.576 -0.160 -1.728 -0.738 -0.624 -0.192
H 3.857 -2.071 1.580 -1.288 1.750 -0.099
H -3.915 -0.981 -1.316 0.284 0.215 0.191
H 2.780 2.498 -1.362 0.250 0.196 2.299
H -6.559 -0.612 -0.101 1.543 1.633 0.408
H 4.747 0.922 -1.531 -1.757 0.142 0.779
H 4.748 0.675 0.170 -1.052 0.157 -0.319
H -1.599 -0.795 1.236 -0.237 0.515 0.583
H -1.830 1.210 -0.479 -0.078 -1.684 -0.515
H -2.072 -1.891 -0.101 1.747 1.601 0.546
H 1.384 2.502 0.936 1.402 -0.160 -0.250
H 0.540 -2.040 1.424 -0.187 -0.500 1.152
H -4.463 -1.115 1.071 0.097 2.783 -1.337
H 0.247 -0.965 -1.200 -0.396 0.038 0.021
H -1.739 -0.221 -1.815 -0.476 1.280 1.977
H 4.048 3.195 -0.084 -1.938 -2.289 -0.540
H -5.972 1.047 -0.348 -1.042 -1.706 0.887
H 0.576 -2.877 -0.060 0.765 1.619 1.647
H -4.101 0.751 1.388 -1.173 -1.697 -2.510
H 2.794 1.814 1.881 -0.574 -0.214 -2.320
H -3.871 0.759 -1.428 -0.911 0.334 -0.215
```
Forces are in eV/Å.

For the HOMO energy, the calculation gives -9.1 eV. The total energy is -821.63901 hartree. The relative energy (zero: lowest compared OMol25 entry of this formula, charge and spin) is 4.138 eV. The calculation puts the gap between HOMO and LUMO at 9.74 eV. Its SMILES is NCCCC[C@H](N)C(=O)N1CCC[C@H]1C(=O)O. As for the LUMO energy: 0.0238 Eh.


# 2
Formula: C11H21N3O4
Source: the OMol25 dataset
Level of theory: ωB97M-V/def2-TZVPD

The geometry in XYZ format:
```
39
Properties=species:S:1:pos:R:3:forces:R:3
O -0.374 -0.502 -1.818 -2.069 -4.086 -3.393
O -1.808 3.210 0.372 -1.146 0.737 -0.016
O -4.175 -2.351 -0.063 -0.468 -0.034 0.474
O -3.911 2.475 0.404 0.429 -0.336 -0.267
N 1.550 2.170 -1.871 0.383 0.020 0.509
N -0.666 1.022 -0.213 -0.337 -0.511 -0.541
N -2.414 -2.428 -1.415 0.997 0.016 -2.759
C -2.992 -2.151 -0.252 -0.267 0.570 0.538
C 0.069 0.340 -1.160 2.465 4.233 3.789
C 3.031 -1.699 -0.194 -0.084 -0.253 0.059
C -2.744 2.237 0.234 0.161 -0.742 0.101
C -2.098 -1.549 0.808 -0.203 0.311 1.125
C 1.541 0.816 -1.291 -0.759 0.397 -0.518
C 2.341 0.774 0.004 0.484 -0.217 -0.257
C 3.151 -0.530 2.009 0.384 0.897 0.261
C -2.447 -0.091 1.118 -0.267 0.230 -0.377
C -2.115 0.856 -0.066 -0.636 0.564 0.301
C 2.415 -0.633 0.656 -1.857 0.996 1.703
H 1.107 2.196 -2.777 -0.113 -0.046 -0.099
H -2.407 3.979 0.523 0.846 -0.104 0.066
H -3.051 -2.598 -2.197 0.129 -0.199 0.670
H 4.140 -0.068 1.800 -0.259 -0.544 0.282
H -1.040 -1.612 0.571 0.085 -0.364 0.020
H 3.270 -1.460 2.596 0.000 0.205 -0.732
H 1.966 0.164 -2.056 0.102 -0.115 0.177
H 2.673 0.173 2.715 -0.082 -0.156 -0.449
H 2.383 -1.922 -1.035 0.232 -0.016 -0.425
H -1.893 0.276 1.996 -0.014 -0.252 -0.226
H 1.896 1.509 0.703 0.320 -0.337 -0.075
H -3.508 -0.065 1.386 0.069 0.267 -0.293
H -2.623 0.490 -0.998 0.765 0.223 0.639
H 4.022 -1.339 -0.499 -0.113 -0.408 -0.219
H 3.117 -2.629 0.388 0.188 0.283 -0.206
H 3.360 1.121 -0.254 -0.368 -0.011 0.218
H -1.559 -1.950 -1.743 -0.606 -0.350 0.847
H -2.354 -2.061 1.750 0.496 -0.233 -0.410
H 1.085 2.842 -1.266 0.076 -0.093 -0.155
H -0.265 1.828 0.243 -0.008 -0.210 -0.092
H 1.324 -0.842 0.894 1.046 -0.330 -0.268
```
Forces are in eV/Å.

For the HOMO energy, the calculation gives -9.5 eV. The total energy is -897.03702 hartree. The relative energy (zero: lowest compared OMol25 entry of this formula, charge and spin) is 0.603 eV. The calculation puts the gap between HOMO and LUMO at 9.82 eV. Its SMILES is CC(C)C[C@H](N)C(=O)N[C@@H](CCC(N)=O)C(=O)O. As for the LUMO energy: 0.0122 Eh.


# 3
Formula: C11H21N5O
Source: the OMol25 dataset
Level of theory: ωB97M-V/def2-TZVPD

The geometry in XYZ format:
```
38
Properties=species:S:1:pos:R:3:forces:R:3
O -1.323 1.346 2.866 -5.441 0.285 4.194
N 2.804 0.067 2.532 0.135 2.261 2.052
N 0.477 -0.872 -0.546 -4.436 -0.975 -0.656
N 3.678 -0.883 2.376 -3.240 0.683 -2.192
N 1.638 -0.150 1.939 0.093 -1.824 -1.830
N 3.111 -1.718 1.511 -3.253 -2.106 0.002
C 1.694 -1.415 1.331 10.511 4.238 3.797
C -0.312 0.518 3.055 3.101 -2.034 1.345
C -0.413 0.425 -3.132 -0.222 -10.217 0.836
C 1.381 -0.432 -1.545 1.198 -7.531 1.027
C -2.305 1.144 4.087 6.032 18.214 -2.600
C 0.529 0.987 1.904 -2.046 -12.587 0.078
C -0.995 -1.171 -1.288 5.630 -12.839 5.944
C -1.413 -0.272 -2.142 -5.541 7.421 -4.498
C -1.076 1.391 -3.831 -0.446 5.110 -5.152
C 0.827 0.543 -2.373 1.531 8.076 -0.003
C 1.011 -2.023 0.321 -10.924 11.488 4.811
H -2.543 -0.447 -2.568 2.928 0.041 0.671
H -0.042 0.739 1.023 0.250 0.593 -0.500
H -3.095 1.955 3.830 1.326 -1.578 1.079
H 0.115 -2.281 0.879 -0.801 -1.110 -0.592
H -1.667 -1.763 -0.448 1.244 2.408 -1.958
H -0.481 -0.692 2.988 -0.141 2.665 -0.095
H 1.329 -2.660 -0.174 6.027 -10.992 -7.732
H 1.665 -1.452 -2.274 -0.674 2.218 1.270
H -0.753 -2.255 -1.985 -0.192 2.444 1.687
H -1.850 1.176 5.099 0.516 1.293 -0.734
H -2.607 0.360 4.127 -6.810 -16.818 -0.680
H 0.892 1.649 -1.786 -0.823 -2.555 -0.966
H -0.236 -0.509 -3.925 0.048 1.965 1.609
H -1.578 0.571 -1.498 -0.809 1.348 0.542
H -1.995 1.164 -4.386 0.106 -0.389 0.732
H -0.455 1.863 -4.644 0.056 -1.060 0.025
H -1.140 2.327 -3.375 -1.082 1.451 1.898
H 1.583 0.792 -3.047 1.426 0.370 -1.612
H 2.283 -0.419 -0.936 0.811 1.604 -0.880
H 0.230 0.646 4.086 -0.792 -0.094 -1.610
H 1.032 1.750 1.950 4.702 8.532 0.690
```
Forces are in eV/Å.

For the HOMO energy, the calculation gives -8.8 eV. The total energy is -780.23708 hartree. The relative energy (zero: lowest compared OMol25 entry of this formula, charge and spin) is 13.530 eV. The calculation puts the gap between HOMO and LUMO at 9.37 eV. Its SMILES is COCCn1nnnc1CN1CCC(C)CC1. As for the LUMO energy: 0.0215 Eh.


# 4
Formula: C11H21N5O5
Source: the OMol25 dataset
Level of theory: ωB97M-V/def2-TZVPD

The geometry in XYZ format:
```
42
Properties=species:S:1:pos:R:3:forces:R:3
O -3.285 -1.433 -0.426 0.855 0.167 0.575
O 0.413 -1.447 -3.790 0.306 -1.038 0.695
O 2.070 -3.088 -3.788 -2.229 1.520 0.437
O 1.500 -0.470 1.381 -0.016 -1.224 0.716
O -0.285 -1.029 2.542 -0.773 -1.267 0.819
N 2.840 2.926 -0.298 -0.484 -0.093 0.645
N 2.563 2.104 1.939 -1.600 0.427 0.371
N 0.795 2.345 0.474 -2.642 -0.160 -0.375
N -1.499 0.730 -1.425 -1.010 -0.483 0.023
N -1.328 -2.233 0.445 -0.216 -2.048 -0.223
C -2.147 -1.239 -0.018 0.669 0.323 -0.469
C -0.220 2.412 1.565 0.117 0.362 -0.047
C -1.696 2.555 1.014 1.765 -1.071 -1.073
C -2.232 1.101 0.872 -0.971 0.696 1.066
C 2.120 2.475 0.679 1.813 0.539 -0.933
C 0.551 -1.222 1.549 1.743 2.613 -1.106
C 1.092 -2.529 -3.303 1.236 -0.604 0.930
C -1.488 0.163 -0.057 2.779 0.817 -0.136
C 0.434 -2.866 -1.956 -1.157 -1.709 -1.197
C 0.870 -1.917 -0.834 -0.459 -0.145 -0.785
C 0.160 -2.182 0.505 -1.448 -1.532 -0.508
H 1.856 1.508 2.359 0.756 -0.026 0.150
H -1.759 -3.191 0.457 0.607 1.536 -0.130
H 0.833 -1.178 -4.587 0.672 0.535 -1.388
H 0.073 3.208 2.301 -0.392 -0.342 -0.800
H -0.676 -2.812 -2.251 1.341 0.122 1.065
H -2.314 0.745 1.927 0.284 -0.352 -0.784
H 1.932 -2.007 -0.671 0.395 -0.110 0.077
H -0.356 0.227 0.186 -2.062 -0.586 -0.032
H 3.494 1.771 2.058 0.399 -0.095 -0.287
H -2.254 3.122 1.734 -0.493 0.095 0.288
H 0.639 -3.954 -1.759 -0.009 1.033 0.049
H -0.238 1.474 2.185 0.244 0.604 -0.637
H 0.726 -0.924 -1.266 -0.117 0.170 0.723
H -1.736 3.087 0.031 0.225 -0.357 0.827
H -3.253 1.066 0.516 -0.503 0.386 -0.126
H 0.490 2.609 -0.489 0.374 -0.153 1.464
H 0.192 -0.488 3.169 0.129 0.574 0.497
H -2.363 0.352 -1.795 -0.368 0.456 -0.561
H 3.784 3.062 0.027 0.496 -0.200 -0.097
H -0.788 0.366 -2.060 0.120 -0.121 0.548
H 0.490 -3.197 0.856 -0.379 0.737 -0.270
```
Forces are in eV/Å.

For the HOMO energy, the calculation gives -8.1 eV. The total energy is -1081.76343 hartree. The relative energy (zero: lowest compared OMol25 entry of this formula, charge and spin) is 1.856 eV. The calculation puts the gap between HOMO and LUMO at 8.32 eV. Its SMILES is [H]/N=C(\N)NCCC[C@H](N)C(=O)N[C@@H](CCC(=O)O)C(=O)O. As for the LUMO energy: 0.0067 Eh.


What did the first record say?
Formula: C11H21N3O3
Source: the OMol25 dataset
Level of theory: ωB97M-V/def2-TZVPD

The geometry in XYZ format:
```
38
Properties=species:S:1:pos:R:3:forces:R:3
O 3.318 -1.230 1.345 1.753 -1.963 2.344
O 3.454 -2.387 -0.575 -0.449 0.923 1.389
O -0.047 0.905 1.374 0.603 -0.351 -0.714
N 0.812 -1.966 0.475 -0.584 -3.059 -2.193
N -6.010 0.207 0.309 1.342 0.965 -1.443
N 1.870 0.696 0.148 -3.072 -1.543 0.801
C 2.829 -0.057 -0.687 -0.068 0.259 2.489
C -1.461 -0.896 0.181 -1.319 -3.166 -1.669
C -3.635 -0.064 -0.768 0.099 0.614 -0.115
C 4.012 0.924 -0.647 2.348 0.542 0.730
C 0.569 0.296 0.498 1.537 1.422 0.425
C -2.069 0.115 -0.729 -1.654 0.208 -0.998
C 3.266 2.287 -0.316 3.422 2.190 -2.104
C 3.104 -1.404 0.083 1.329 -0.148 -5.271
C 0.001 -0.960 -0.131 0.646 1.179 0.072
C 2.332 1.903 0.791 -0.710 0.637 0.787
C -4.524 -0.012 0.512 0.537 -2.099 3.277
H 2.576 -0.160 -1.728 -0.738 -0.624 -0.192
H 3.857 -2.071 1.580 -1.288 1.750 -0.099
H -3.915 -0.981 -1.316 0.284 0.215 0.191
H 2.780 2.498 -1.362 0.250 0.196 2.299
H -6.559 -0.612 -0.101 1.543 1.633 0.408
H 4.747 0.922 -1.531 -1.757 0.142 0.779
H 4.748 0.675 0.170 -1.052 0.157 -0.319
H -1.599 -0.795 1.236 -0.237 0.515 0.583
H -1.830 1.210 -0.479 -0.078 -1.684 -0.515
H -2.072 -1.891 -0.101 1.747 1.601 0.546
H 1.384 2.502 0.936 1.402 -0.160 -0.250
H 0.540 -2.040 1.424 -0.187 -0.500 1.152
H -4.463 -1.115 1.071 0.097 2.783 -1.337
H 0.247 -0.965 -1.200 -0.396 0.038 0.021
H -1.739 -0.221 -1.815 -0.476 1.280 1.977
H 4.048 3.195 -0.084 -1.938 -2.289 -0.540
H -5.972 1.047 -0.348 -1.042 -1.706 0.887
H 0.576 -2.877 -0.060 0.765 1.619 1.647
H -4.101 0.751 1.388 -1.173 -1.697 -2.510
H 2.794 1.814 1.881 -0.574 -0.214 -2.320
H -3.871 0.759 -1.428 -0.911 0.334 -0.215
```
Forces are in eV/Å.

For the HOMO energy, the calculation gives -9.1 eV. The total energy is -821.63901 hartree. The relative energy (zero: lowest compared OMol25 entry of this formula, charge and spin) is 4.138 eV. The calculation puts the gap between HOMO and LUMO at 9.74 eV. Its SMILES is NCCCC[C@H](N)C(=O)N1CCC[C@H]1C(=O)O. As for the LUMO energy: 0.0238 Eh.


Q: Which value of gap between HOMO and LUMO does entry 1 give?
A: 9.74 eV


Q: gap between HOMO and LUMO of number 4 (C11H21N5O5)?
A: 8.32 eV